Computed, not measured: a molecular structure, C54H56CdN2O4P3S2, with ωB97M-V/def2-TZVPD.

XYZ file:
```
122
Properties=species:S:1:pos:R:3:forces:R:3:lowdin_charge:R:1
Cd 0.344 0.230 0.121 -0.06 -0.08 0.38 1.27
O 4.120 -0.332 -2.639 0.01 0.04 0.28 0.10
C 2.890 -0.639 -2.181 0.39 0.34 -0.01 -0.45
O 2.571 -0.378 -1.053 -0.44 -0.32 -0.30 -0.01
C 2.035 -1.283 -3.243 0.07 0.08 0.13 -0.18
C 2.591 -1.627 -4.471 -0.09 0.13 -0.01 0.02
C 1.752 -2.158 -5.431 -0.07 0.00 0.04 -0.04
C 0.410 -2.311 -5.126 0.05 -0.15 0.03 -0.01
C -0.048 -1.960 -3.860 0.02 -0.07 0.05 -0.17
N 0.760 -1.462 -2.930 0.02 -0.04 0.00 0.22
C -1.493 -2.140 -3.422 0.04 -0.02 0.00 -0.46
O -2.336 -2.699 -4.326 -0.02 0.02 0.02 0.11
O -1.877 -1.865 -2.333 0.06 -0.18 0.17 0.11
H 4.567 0.129 -1.898 -0.13 -0.05 -0.19 0.11
H 3.638 -1.450 -4.660 0.04 -0.03 0.00 0.12
H 2.128 -2.436 -6.406 0.01 0.00 0.00 0.11
H -0.246 -2.719 -5.883 0.01 0.03 -0.02 0.11
H -1.928 -2.769 -5.194 0.00 0.06 -0.01 0.08
S 4.079 2.092 0.322 -0.06 -0.05 -0.12 0.87
P 0.352 3.486 0.303 0.21 -0.13 0.15 0.88
C -0.099 2.164 -0.764 -0.20 -0.47 0.16 -0.77
P -1.631 2.023 -1.497 0.18 0.15 -0.33 0.29
S -3.048 0.908 -0.654 -0.10 -0.09 0.00 0.21
C -1.390 1.397 -3.229 -0.22 -0.06 0.03 -0.33
C -2.497 1.031 -3.995 -0.01 -0.05 0.07 -0.10
C -2.350 0.650 -5.319 0.06 0.02 -0.08 -0.10
C -1.086 0.640 -5.905 -0.05 0.00 0.03 -0.12
C 0.019 1.004 -5.151 0.03 0.09 0.04 -0.11
C -0.134 1.366 -3.816 0.05 0.24 -0.09 -0.11
C -2.330 3.675 -1.921 -0.03 -0.02 -0.12 -0.33
C -3.543 4.100 -1.393 -0.12 -0.03 -0.16 -0.12
C -4.042 5.358 -1.701 0.02 -0.04 -0.05 -0.10
C -3.332 6.206 -2.540 0.03 -0.04 -0.01 -0.11
C -2.125 5.784 -3.082 -0.04 0.00 0.01 -0.09
C -1.632 4.524 -2.777 0.06 -0.06 -0.02 -0.08
C 1.389 4.678 -0.651 0.04 0.03 0.00 -0.39
C 1.933 5.787 0.004 -0.04 0.01 0.01 -0.13
C 2.854 6.614 -0.618 0.00 -0.01 -0.02 -0.11
C 3.274 6.339 -1.916 -0.01 -0.04 0.01 -0.12
C 2.768 5.224 -2.568 0.01 0.03 0.00 -0.10
C 1.843 4.401 -1.937 -0.04 -0.03 0.02 -0.12
C -1.153 4.483 0.675 0.05 0.13 0.22 -0.38
C -2.167 3.828 1.386 0.11 0.04 0.13 -0.15
C -3.281 4.510 1.844 0.03 0.07 0.05 -0.10
C -3.410 5.876 1.614 0.03 -0.06 0.02 -0.12
C -2.419 6.536 0.905 0.03 -0.02 0.01 -0.11
C -1.307 5.847 0.436 -0.02 0.05 0.00 -0.10
H -3.477 1.043 -3.532 0.01 -0.03 0.02 0.09
H -3.221 0.378 -5.904 -0.01 -0.02 0.01 0.10
H -0.968 0.357 -6.945 0.00 0.02 -0.03 0.09
H 1.003 1.016 -5.605 0.04 -0.03 0.00 0.10
H 0.715 1.667 -3.210 0.00 -0.08 0.01 0.07
H -4.088 3.428 -0.741 0.02 0.03 -0.04 0.06
H -4.984 5.681 -1.274 0.01 0.00 0.01 0.10
H -3.716 7.192 -2.769 -0.01 0.01 -0.01 0.09
H -1.564 6.436 -3.740 0.01 0.01 -0.01 0.10
H -0.694 4.197 -3.212 0.01 0.02 0.05 0.09
H 1.635 5.994 1.028 0.01 -0.01 0.00 0.10
H 3.259 7.467 -0.087 -0.01 0.01 0.00 0.09
H 4.004 6.976 -2.401 0.00 0.01 -0.01 0.09
H 3.096 4.990 -3.575 0.02 -0.01 -0.01 0.09
H 1.469 3.507 -2.422 -0.02 0.04 -0.02 0.06
H -2.089 2.760 1.551 0.02 -0.02 0.03 0.07
H -4.054 3.972 2.380 -0.01 -0.02 0.00 0.10
H -4.280 6.413 1.971 -0.02 0.01 0.01 0.09
H -2.517 7.595 0.696 -0.01 0.01 -0.02 0.10
H -0.563 6.380 -0.145 -0.02 -0.01 0.03 0.09
C -2.509 -1.040 2.410 0.07 -0.06 0.10 -0.15
C -2.212 -2.270 1.544 -0.09 0.19 -0.09 -0.55
C -2.837 -3.520 2.155 0.00 -0.03 0.00 -0.11
P -0.409 -2.196 1.147 0.17 0.03 -0.08 1.02
C 0.130 -3.749 0.278 0.06 0.06 -0.09 -0.53
C 1.576 -3.514 -0.177 -0.01 0.07 0.03 -0.14
C 0.069 -5.089 1.009 -0.03 0.01 0.02 -0.12
C 0.499 -2.216 2.710 -0.05 0.03 0.02 -0.31
C 0.324 -3.208 3.679 -0.09 -0.05 -0.01 -0.08
C 0.989 -3.219 4.892 0.02 0.01 0.01 -0.30
C 0.760 -4.300 5.916 0.00 0.03 -0.01 -0.07
C 1.869 -2.157 5.130 -0.04 -0.04 -0.01 -0.06
C 2.068 -1.156 4.211 0.10 -0.04 0.02 -0.04
C 1.405 -1.143 2.951 -0.13 -0.05 0.05 -0.34
N 1.607 -0.183 2.030 0.57 0.49 -0.34 -0.06
C 2.477 0.880 2.353 0.01 -0.08 -0.12 -0.31
C 2.097 1.887 3.163 0.01 0.15 0.13 -0.25
C 0.745 1.859 3.813 0.01 0.10 0.03 -0.05
C 2.990 2.997 3.450 -0.18 -0.07 0.03 -0.01
C 4.234 3.093 2.967 0.10 0.01 -0.02 -0.31
C 5.166 4.223 3.277 -0.02 0.00 -0.03 -0.06
C 4.719 2.048 2.058 0.02 -0.10 -0.11 -0.44
C 3.840 0.895 1.731 -0.24 0.01 0.04 -0.60
C 4.478 -0.456 1.509 -0.08 0.00 -0.05 -0.07
H -3.586 -0.943 2.564 -0.01 0.01 -0.02 0.08
H -2.166 -0.123 1.931 -0.02 0.03 -0.03 0.00
H -2.025 -1.128 3.387 -0.02 -0.02 -0.01 0.07
H -2.677 -2.100 0.566 0.03 0.04 -0.04 0.08
H -2.432 -3.746 3.143 0.01 0.01 -0.02 0.06
H -2.726 -4.397 1.518 0.00 0.00 0.00 0.06
H -3.909 -3.344 2.278 0.00 -0.01 0.01 0.08
H -0.515 -3.799 -0.603 -0.06 0.07 -0.10 0.09
H 2.243 -3.552 0.689 0.00 0.01 0.00 0.08
H 1.701 -2.537 -0.641 -0.05 -0.07 -0.03 0.02
H 1.891 -4.287 -0.883 -0.01 -0.02 0.02 0.08
H 0.754 -5.093 1.858 0.00 0.00 0.01 0.07
H 0.392 -5.880 0.326 -0.01 0.00 0.00 0.07
H -0.925 -5.346 1.369 0.01 0.01 0.01 0.05
H -0.370 -4.017 3.479 0.01 0.02 -0.01 0.08
H 0.229 -5.145 5.475 -0.01 -0.01 0.00 0.07
H 0.167 -3.944 6.762 0.00 0.00 0.01 0.07
H 1.704 -4.676 6.319 0.00 -0.01 0.00 0.07
H 2.408 -2.117 6.072 0.01 0.00 0.01 0.11
H 2.746 -0.342 4.441 0.00 -0.07 0.00 0.11
H -0.012 1.533 3.101 -0.07 -0.01 -0.07 0.06
H 0.466 2.844 4.185 0.00 0.02 -0.01 0.07
H 0.723 1.150 4.648 -0.02 0.04 0.00 0.08
H 2.610 3.787 4.090 0.00 0.00 0.01 0.11
H 4.651 5.016 3.820 0.01 -0.01 0.02 0.07
H 5.576 4.648 2.356 -0.02 0.02 -0.01 0.08
H 6.011 3.885 3.884 0.02 0.00 -0.03 0.08
H 5.789 1.862 2.060 -0.01 -0.05 0.09 0.11
H 5.453 -0.333 1.034 0.03 -0.01 0.04 0.07
H 3.841 -1.064 0.870 0.02 -0.01 0.04 0.05
H 4.600 -0.979 2.461 0.00 0.02 0.04 0.09
```
Forces are in eV/Å.

Kohn-Sham gap: 4.884 eV
charge: -1
highest occupied orbital energy: -0.12529 Ha